1.
Formula: C55H51BaN6O6P4Se
Source: the Open Molecules 2025 dataset
Level of theory: ωB97M-V/def2-TZVPD

XYZ file:
```
124
Properties=species:S:1:pos:R:3:forces:R:3
H -3.636 -2.300 -0.788 0.04 0.00 0.05
H -4.846 -0.320 3.801 0.02 0.00 0.00
C -2.128 4.497 0.375 -0.11 0.04 0.06
C -2.023 -2.755 -5.607 -0.18 -0.37 0.29
H -7.174 0.092 4.478 -0.01 0.00 -0.01
H -3.383 1.960 -0.531 0.02 0.03 -0.03
H -0.800 0.447 -5.517 0.00 -0.02 -0.04
H 2.997 1.874 3.750 1.03 0.00 0.36
C 2.886 -2.341 -4.426 -0.04 -0.01 -0.09
P -0.102 -0.193 -2.602 0.43 0.14 -1.21
H -0.388 -3.932 1.596 0.12 -0.05 -0.03
Se 0.972 2.080 3.061 -1.03 0.86 0.54
C -2.975 1.207 -2.444 -0.04 0.24 0.11
P 3.735 -1.520 3.004 0.08 -0.17 0.06
H -8.209 0.903 0.404 -0.01 0.00 0.02
C -5.586 -0.059 3.054 0.00 0.04 -0.02
P 0.903 2.438 -1.454 -0.41 0.97 -1.43
P -3.438 -0.216 1.325 0.15 -0.09 -0.14
H 4.602 1.183 4.137 -0.06 0.04 -0.08
C 3.783 -2.500 -3.379 0.02 0.01 0.08
C 2.119 -1.461 3.867 -0.10 -0.43 -0.03
C 1.692 -1.669 -4.220 0.01 -0.04 -0.15
O -0.625 1.853 2.714 -0.26 0.54 0.46
H 4.145 -2.111 -1.279 -0.02 0.04 -0.04
C 0.413 1.534 -2.982 0.06 0.05 -0.01
H 4.325 1.028 -1.109 -0.01 0.02 0.03
H -8.871 0.714 2.782 0.01 0.01 0.00
C -1.200 -0.503 -5.169 0.08 -0.09 -0.51
C -3.515 -1.328 -1.258 0.03 0.11 0.40
C 1.383 -1.162 -2.960 -0.26 0.12 -0.12
H -5.111 -2.604 2.080 -0.06 0.02 0.02
C -7.475 0.631 1.154 -0.15 0.03 0.00
C -1.421 -3.608 1.673 0.06 -0.10 0.08
C -1.491 -1.473 -6.042 0.19 0.54 0.03
C -0.501 3.516 -1.081 0.23 0.03 -0.27
H -0.379 2.066 -3.511 -0.04 0.00 0.04
H -0.817 2.977 1.015 0.25 -0.04 -0.03
O 1.521 3.310 2.175 0.43 0.69 -0.50
H -2.295 5.909 -2.694 0.01 -0.01 0.00
H -2.856 2.197 -2.876 0.02 -0.01 0.03
H 0.999 -1.554 -5.039 -0.01 0.00 -0.05
C 2.674 0.053 5.821 0.29 0.12 0.17
N 3.984 -0.337 0.497 0.01 -0.27 0.17
C -6.166 0.381 0.770 0.05 -0.07 0.00
N 1.082 -2.176 3.464 0.25 0.13 -0.41
C 0.073 -1.916 4.337 -0.01 0.12 0.33
C -2.568 5.324 -0.642 -0.07 0.02 0.11
C -2.377 -4.574 1.972 0.13 -0.15 0.01
C 2.633 3.949 -3.140 -0.07 -0.06 -0.06
C -1.093 3.592 0.167 -0.25 -0.03 0.20
O 1.341 1.513 -0.411 0.86 -0.01 0.18
C -1.966 5.260 -1.892 0.06 -0.01 -0.10
C 2.409 -4.091 0.325 -0.05 -0.22 -0.09
C 3.289 -2.863 1.840 0.02 0.13 -0.13
H 4.716 -3.025 -3.541 0.01 0.00 0.00
C 4.284 5.404 -2.187 0.06 0.04 0.02
H 2.461 1.101 5.596 0.07 -0.22 0.10
H -1.316 -1.321 -7.100 0.01 0.03 0.01
H 5.544 -3.968 3.114 -0.03 -0.02 0.03
C -4.072 -2.896 1.979 -0.06 -0.05 -0.01
H -2.586 4.539 1.356 0.00 0.00 -0.01
C 3.879 -0.149 1.800 0.24 -0.01 -0.11
H -4.457 -4.974 2.375 0.02 0.01 0.00
C -3.332 -1.321 -2.736 -0.35 -0.17 -0.07
C 2.234 3.580 -1.864 -0.17 -0.06 -0.03
H 2.077 -0.976 -0.910 0.02 0.01 -0.06
N 1.833 -0.802 5.022 -0.10 -0.33 0.03
N 3.768 -4.129 2.029 -0.17 0.15 -0.08
C 0.523 -1.069 5.314 -0.10 0.08 -0.12
C -2.862 0.018 -3.337 -0.10 0.24 -0.11
C -3.084 -1.957 1.683 -0.11 -0.03 0.00
C -3.282 1.075 -1.152 0.01 0.42 -0.34
H -2.651 -3.974 -4.011 0.02 -0.01 -0.02
C -2.042 -2.010 -3.240 0.16 -0.29 0.14
H -0.449 4.341 -3.074 0.00 0.00 0.01
H -2.218 -3.509 -6.360 -0.01 -0.02 0.03
C 3.662 4.863 -3.301 0.09 0.07 -0.11
O -0.540 -0.406 -1.215 -0.69 -0.41 -0.83
C 3.198 -4.921 1.072 0.00 -0.10 -0.01
N 2.474 -2.824 0.800 0.03 0.30 0.45
N 4.086 1.155 2.121 0.80 -0.10 -0.37
C -2.260 -3.010 -4.318 0.01 -0.16 -0.32
H 4.903 -5.611 2.913 0.00 0.00 -0.01
C 4.278 1.827 0.949 0.13 -0.08 -0.04
H 3.981 5.149 -4.296 0.00 0.00 0.02
Ba -0.010 0.114 1.033 -1.62 -3.02 1.44
H 3.111 -2.744 -5.406 0.00 0.00 0.00
H 2.470 -0.142 6.874 0.01 -0.03 0.03
C 4.637 -4.571 3.090 0.11 -0.07 0.19
H 5.088 6.119 -2.314 -0.01 -0.01 0.00
C -7.846 0.526 2.485 -0.08 0.01 0.01
C 2.279 -1.332 -1.910 0.03 -0.07 0.05
H -5.896 0.444 -0.276 0.01 0.00 -0.03
H 4.372 5.456 -0.041 0.01 0.01 0.00
H 1.792 -4.344 -0.522 0.01 0.00 -0.02
H -2.078 -5.613 2.093 -0.01 0.01 -0.01
C 4.224 0.888 -0.043 0.18 0.37 0.08
H -3.376 6.024 -0.466 0.00 -0.01 0.01
H 4.476 2.763 3.350 0.01 0.02 -0.01
H -4.221 -1.733 -3.228 0.00 0.05 0.05
C -6.895 0.176 3.435 -0.03 -0.02 0.07
O 1.705 0.685 2.581 -0.21 0.45 0.75
H 2.151 3.529 -4.016 0.00 0.00 0.02
C -1.479 -0.636 -3.717 0.39 0.15 0.11
C -3.475 -0.221 -0.510 -0.16 -0.54 -0.03
H 4.397 2.898 0.931 0.07 -0.16 0.07
H -3.367 0.224 -4.284 -0.02 0.01 0.04
C -0.933 4.366 -2.102 0.00 0.03 -0.13
H -0.909 -2.338 4.196 0.04 0.00 0.04
C 2.857 4.119 -0.739 -0.05 0.07 0.02
C 3.478 -1.997 -2.124 0.08 -0.05 0.05
C 3.884 5.033 -0.910 0.00 0.03 0.04
H 3.720 -0.188 5.627 -0.03 -0.02 0.01
H 4.136 -4.493 4.056 0.04 -0.01 -0.01
H 2.537 3.804 0.255 -0.07 0.11 -0.04
C 4.026 1.775 3.418 0.49 0.06 0.17
C -1.711 -2.243 1.527 -0.29 0.07 -0.14
H 3.398 -5.978 1.018 0.00 0.02 0.00
C -3.710 -4.224 2.135 -0.14 -0.07 0.04
C -5.204 0.030 1.713 -0.03 0.11 0.03
H 1.285 1.458 -3.636 -0.01 0.02 -0.02
H 0.032 -0.597 6.149 0.02 -0.03 -0.01
O 1.233 2.294 4.633 -0.22 0.34 0.77
H -1.471 -2.453 -2.417 -0.06 -0.02 -0.03
```
Positions in Å, forces in eV/Å.

Summary:
Frontier orbital gap (eV): 5.81
Net charge: -1
Relative energy (zero: lowest compared OMol25 entry of this formula, charge and spin) (kJ/mol): 450.8

2.
Formula: C55H52N4O2P2PbS
Source: the Open Molecules 2025 dataset
Level of theory: ωB97M-V/def2-TZVPD

XYZ file:
```
117
Properties=species:S:1:pos:R:3:forces:R:3
C 3.277 -4.566 -2.634 -0.03 -0.01 0.00
C 4.526 -4.035 -2.346 -0.02 -0.04 0.01
C 0.955 -0.431 -6.266 0.10 0.26 0.15
C 1.987 3.888 0.309 -0.02 -0.08 0.02
H 1.173 -6.126 2.638 0.00 0.05 0.00
H -3.790 2.965 3.805 0.03 0.03 -0.03
C 2.261 -2.567 5.946 -0.01 0.02 -0.03
H 5.619 -2.617 -1.164 -0.06 0.00 0.00
C 4.106 4.078 2.080 0.01 -0.04 0.07
C 0.897 2.100 4.501 0.05 -0.02 -0.05
C 1.040 1.576 5.769 -0.01 0.11 0.10
C -1.974 5.263 2.113 0.00 0.00 -0.03
C -0.821 3.144 2.163 -0.02 -0.15 -0.06
H 3.185 -5.403 -3.315 0.01 0.04 0.02
H -3.877 5.342 3.098 0.02 -0.03 0.00
C 0.972 -2.995 1.364 -0.03 0.30 -0.03
H -1.998 2.568 -0.090 0.03 0.00 0.02
H -1.136 -2.248 5.273 0.00 -0.01 0.02
C 2.137 -4.042 -2.038 -0.01 0.05 0.03
P 0.838 -2.203 -0.270 0.07 -0.68 0.17
H 1.163 -4.841 4.726 0.02 0.04 -0.03
P 0.570 2.004 1.760 0.09 0.44 0.38
C 0.844 1.257 3.393 0.02 -0.17 -0.20
H 2.012 3.455 -4.971 -0.07 0.00 0.02
H 4.939 4.145 2.769 -0.03 -0.02 -0.04
H -0.302 -2.008 6.817 -0.01 -0.03 -0.04
H -2.322 -3.847 -3.744 0.00 0.01 0.01
H -0.060 4.941 1.241 0.13 0.01 -0.05
H -1.857 1.576 3.216 -0.01 0.01 0.03
H 5.410 -4.443 -2.820 -0.03 0.02 0.03
C 1.791 2.947 -4.028 0.19 -0.09 -0.15
H -4.090 -4.408 -2.108 0.04 0.02 0.00
C -5.291 -0.239 -4.052 -0.21 -0.06 0.10
H 3.090 2.584 3.238 0.05 0.03 -0.03
C 0.224 1.196 -4.633 0.19 0.35 0.28
H 2.264 -3.638 6.148 0.00 0.03 0.00
H 0.831 3.172 4.358 -0.05 -0.01 0.02
C -1.042 0.460 -4.487 -0.44 0.09 0.46
H -2.126 -1.295 -5.192 -0.25 0.07 -0.01
H -5.999 -0.343 -4.863 0.04 0.01 0.02
C 1.036 -2.170 5.104 -0.02 -0.07 0.06
Pb 0.419 0.531 -0.724 -0.24 0.15 -0.19
C 3.507 -2.477 -0.828 -0.07 -0.02 -0.04
H 2.256 -2.056 6.909 0.01 -0.03 -0.04
C -3.027 0.131 0.488 -0.05 0.11 -0.08
H -0.444 4.220 -4.399 0.11 -0.03 0.01
C -2.953 -3.717 -0.423 -0.02 0.00 0.01
H 1.180 -4.499 -2.248 -0.05 0.04 -0.04
H -3.730 -3.946 0.297 0.03 0.00 -0.02
H -2.147 0.254 1.127 -0.02 0.04 0.00
C -0.874 4.482 1.777 -0.08 -0.08 0.05
C 3.064 3.196 2.347 0.01 0.06 -0.03
C 1.048 -4.384 1.397 0.05 0.03 0.02
C -0.960 -3.113 -2.260 -0.07 0.13 -0.02
C -1.890 2.609 2.889 0.02 -0.02 -0.09
C -0.588 3.368 -3.729 0.03 0.06 0.13
C -3.542 0.274 -1.897 0.01 0.08 0.08
O 4.416 1.968 -2.152 -0.08 -0.04 0.03
C 3.016 4.778 0.057 0.03 -0.06 -0.07
H -1.584 2.975 -3.853 -0.04 -0.05 -0.06
C -0.721 -2.921 -0.900 -0.02 0.10 0.09
H 1.186 -0.199 6.935 0.00 0.00 -0.04
H -1.995 6.305 1.818 0.00 -0.03 0.02
H 2.537 2.182 -3.838 0.03 0.05 0.10
C -4.814 -0.253 -1.689 0.00 -0.08 0.04
C -4.019 0.211 -4.294 0.53 -0.02 -0.01
H 1.053 -4.941 0.468 0.00 0.00 0.04
C -1.744 -3.197 0.012 0.10 -0.08 -0.03
H 1.172 3.796 -0.404 -0.01 0.03 0.00
C -2.981 3.393 3.225 -0.03 -0.12 0.01
C -2.763 2.205 -0.775 0.04 -0.06 0.05
H -0.471 3.723 -2.705 -0.02 -0.10 0.02
C -5.672 -0.526 -2.741 0.07 0.04 -0.06
C -0.305 -1.100 -6.219 -0.20 -0.12 0.14
H -3.732 2.586 -0.427 0.01 0.00 0.01
N -1.792 0.796 -3.465 0.48 0.16 -0.31
C -3.078 0.388 -3.246 -0.55 -0.13 0.11
H -0.475 -1.973 -6.835 0.05 0.00 0.05
C 1.056 -2.923 3.786 0.00 0.16 0.02
C 1.119 -5.045 2.607 0.00 -0.09 -0.03
C -0.259 -2.529 5.859 0.04 -0.01 0.03
N 2.590 0.771 -0.876 0.47 0.06 0.14
C 0.930 -0.126 3.580 -0.02 0.06 0.08
H 3.005 5.382 -0.840 0.00 0.01 0.01
H -3.877 0.591 1.009 -0.01 0.00 -0.02
N 0.443 2.369 -4.040 -0.23 -0.07 -0.24
H -2.573 2.601 -1.771 0.03 -0.04 0.10
C 0.974 -2.273 2.559 -0.03 -0.11 0.03
H 3.185 -2.313 5.424 0.00 -0.01 0.03
H -3.215 -0.935 0.369 0.06 0.05 0.01
N -2.759 0.736 -0.813 -0.06 -0.21 -0.42
H -3.741 0.524 -5.293 0.11 -0.17 -0.06
H -0.307 -3.602 6.056 0.01 0.04 0.00
H 3.595 -1.700 -0.084 0.06 0.17 0.02
S 3.998 1.211 -0.981 -0.25 0.04 -0.16
H -0.202 -2.845 -2.985 0.03 -0.07 -0.06
C 4.641 -3.004 -1.424 0.05 0.01 0.04
H -1.584 -3.026 1.071 -0.01 -0.07 -0.03
H 1.850 3.669 -3.221 -0.07 0.05 0.07
C -2.166 -3.656 -2.689 0.07 0.09 -0.06
H 4.890 5.560 0.743 -0.02 0.00 0.03
C 1.044 -0.672 4.856 0.00 -0.07 -0.08
O 0.865 -0.904 2.446 -0.01 -0.01 0.05
C -3.029 4.724 2.833 0.02 0.07 -0.03
H 1.081 2.232 6.629 0.02 -0.03 -0.04
H 1.718 -0.785 -6.949 -0.02 0.02 0.02
C 1.104 0.204 5.933 -0.02 0.01 0.00
C 1.987 3.111 1.471 -0.05 -0.06 0.00
H -6.671 -0.888 -2.535 0.03 0.00 0.00
H 2.198 1.104 -5.546 -0.04 0.02 0.02
C 2.242 -2.970 -1.153 -0.11 0.00 -0.11
H -5.167 -0.390 -0.675 -0.01 -0.01 -0.03
C 1.231 0.632 -5.465 0.29 -0.30 -0.28
C -1.246 -0.693 -5.346 -0.12 -0.01 -0.11
C 4.077 4.876 0.948 0.04 -0.02 -0.06
C -3.158 -3.970 -1.773 -0.05 0.03 0.00
C 1.120 -4.311 3.782 -0.01 -0.07 -0.01
```
Positions in Å, forces in eV/Å.

Summary:
Frontier orbital gap (eV): 5.33
Net charge: +2
Relative energy (zero: lowest compared OMol25 entry of this formula, charge and spin) (kJ/mol): 0.0